DFT (ωB97M-V/def2-TZVPD) results for 2 unconnected molecules or ions with the total composition C5H13N2O in a non-equilibrium geometry.

```
! RIJCOSX wB97M-V def2-TZVPD def2/J DEFGRID3
* xyz 1 1
C -1.4250 -1.5171 0.6419
C 1.0808 0.4360 1.4543
C 0.8170 1.3000 -1.0012
C -2.2339 0.3755 -0.4682
C 0.6880 0.1793 -0.0165
N -1.1838 -0.5117 -0.2852
N 1.5424 -0.9315 -0.4577
O -2.5034 -1.9937 0.8456
H -0.4460 -1.9271 0.9210
H 1.4076 -0.6093 1.8533
H 1.9218 1.0226 1.5191
H 0.2472 0.8773 2.0783
H 1.8734 1.5876 -1.1308
H 0.2729 1.1825 -1.9425
H 0.3977 2.2614 -0.5069
H -1.8220 1.3196 -0.9847
H -2.9110 0.0834 -1.2180
H -2.8063 0.7255 0.3239
H 2.5613 -0.9140 -0.3002
H 1.1820 -1.5770 0.1626
H 1.3392 -1.3692 -1.4880
*
```

=====

DFT (ωB97M-V/def2-TZVPD) results for 10 unconnected molecules or ions with the total composition C40H94Cl12N6 in a non-equilibrium geometry.

```
! RIJCOSX wB97M-V def2-TZVPD def2/J DEFGRID3
* xyz 0 1
C -6.1133 -0.2404 6.3574
C -5.3259 1.0369 6.2022
N -4.3809 0.9695 5.1074
C -4.8078 1.8033 3.9765
C -6.0948 1.3489 3.3514
C -2.9747 1.2093 5.4273
C -2.4284 0.1820 6.4768
H -6.6839 -0.4882 5.4228
H -6.7752 -0.2019 7.2709
H -5.4486 -1.1164 6.5461
H -5.9869 1.8912 6.0795
H -4.7275 1.1662 7.1322
H -4.9145 2.8589 4.2742
H -4.0512 1.6541 3.2230
H -6.2522 1.8281 2.3651
H -6.1270 0.2384 3.2614
H -6.9321 1.7085 3.9293
H -2.7896 2.2088 5.8753
H -2.4396 1.1476 4.4783
H -2.8735 -0.8109 6.2913
H -2.7302 0.4992 7.4867
H -1.3409 0.1266 6.4640
C 3.4016 4.4485 4.4921
C 3.2051 3.0365 3.9733
N 3.0201 2.0422 4.9604
C 1.7824 2.0859 5.7118
C 0.4853 2.3358 4.9423
C 4.1833 1.9604 5.8891
C 4.5520 0.5990 6.4127
H 2.6093 4.7556 5.1433
H 3.4097 5.0204 3.5636
H 4.2972 4.6241 5.0726
H 2.3260 3.0335 3.3179
H 4.0856 2.7324 3.4748
H 1.6731 1.1248 6.2108
H 1.8002 2.8247 6.5048
H 0.5082 3.3373 4.5253
H 0.4410 1.6384 4.0766
H -0.4299 2.2101 5.5965
H 4.0495 2.6474 6.7289
H 5.0669 2.3538 5.3181
H 5.3469 0.5001 7.1919
H 4.7930 -0.1285 5.6123
H 3.6765 0.2086 6.9231
C -7.1179 0.2549 -4.3441
C -5.7943 -0.5083 -4.5686
N -4.9200 -0.7593 -3.3950
C -5.5609 -1.6415 -2.4054
C -5.7269 -3.1707 -2.8254
C -3.6635 -1.2499 -3.9236
C -2.7819 -1.7823 -2.7877
H -7.5183 0.6344 -5.2979
H -6.9219 1.1208 -3.7496
H -7.8432 -0.3934 -3.8241
H -5.9707 -1.5006 -4.9809
H -5.1488 0.0143 -5.2615
H -4.9568 -1.6725 -1.5211
H -6.5744 -1.2255 -2.1701
H -6.0074 -3.8471 -1.9859
H -6.5181 -3.2334 -3.5208
H -4.8364 -3.6060 -3.3058
H -3.0904 -0.5315 -4.4641
H -3.6955 -2.1408 -4.5881
H -1.7793 -2.0575 -3.1902
H -3.1210 -2.6663 -2.2743
H -2.6097 -1.0751 -1.9455
C 1.9526 -4.0578 -1.9808
C 3.2535 -3.4697 -1.5295
N 4.3700 -4.3417 -1.3201
C 5.5553 -3.5028 -1.3730
C 6.7789 -4.3515 -1.3957
C 4.2883 -5.2753 -0.2143
C 4.2900 -4.7533 1.2239
H 1.1410 -3.3528 -1.9641
H 1.6711 -4.9342 -1.4232
H 2.0325 -4.3498 -3.0209
H 3.5985 -2.7184 -2.2208
H 3.1066 -2.8144 -0.6856
H 5.6190 -2.8173 -0.5309
H 5.5897 -2.9669 -2.3166
H 7.6710 -3.6885 -1.5603
H 6.8828 -5.0839 -2.2012
H 6.9716 -4.7791 -0.4236
H 3.3676 -5.8231 -0.3981
H 5.0557 -6.0839 -0.3568
H 3.5508 -3.9790 1.4967
H 4.1152 -5.5641 1.9172
H 5.2448 -4.3399 1.4497
C -0.5651 0.5185 -5.9672
C 0.8601 0.7813 -6.3693
N 1.5842 -0.3771 -7.0386
C 2.9551 0.0326 -7.3408
C 3.0397 1.0465 -8.4664
C 1.4791 -1.5998 -6.3428
C 2.2768 -1.8709 -4.9629
H -0.8192 -0.2143 -5.1969
H -1.0024 0.1745 -6.8938
H -1.0340 1.4593 -5.7108
H 0.8365 1.5978 -7.1369
H 1.2999 1.1963 -5.4640
H 3.4180 0.4889 -6.4583
H 3.5127 -0.9029 -7.5139
H 2.7708 1.9798 -8.0538
H 4.1049 1.1377 -8.7429
H 2.3764 0.7469 -9.2320
H 1.6903 -2.4237 -6.9957
H 0.4130 -1.7443 -6.0415
H 1.7734 -2.6966 -4.4642
H 2.1095 -1.0616 -4.2440
H 3.3187 -2.1321 -5.1275
C 1.1214 4.3814 -0.6160
C 1.1467 2.8570 -0.4760
N -0.1261 2.2198 -0.2040
C -0.4127 2.2715 1.2732
C -1.9000 2.3562 1.5809
C -0.1442 0.7821 -0.6663
C -0.1117 0.6532 -2.1935
H 0.3235 4.8112 -1.1958
H 2.0968 4.7607 -0.8885
H 0.8821 4.7595 0.3765
H 1.4511 2.4770 -1.4268
H 1.8948 2.4973 0.2528
H 0.0202 1.4370 1.7662
H 0.1003 3.1902 1.5965
H -2.1560 3.3751 1.2561
H -2.4120 1.5557 1.0171
H -2.0902 2.2215 2.6526
H -1.0924 0.3306 -0.3949
H 0.6578 0.2250 -0.1648
H -0.8888 1.2352 -2.6480
H -0.1866 -0.3890 -2.3824
H 0.8611 0.9612 -2.6366
C -1.8058 -3.2616 1.7541
Cl -2.6395 -1.6709 1.7126
Cl -0.0897 -3.0891 1.2983
Cl -2.6797 -4.5083 0.7859
H -1.8405 -3.5835 2.7906
C 3.0686 -0.8653 3.3149
Cl 2.3602 -1.7677 4.6940
Cl 1.9463 -0.8340 1.9559
Cl 4.6054 -1.5135 2.7698
H 3.2245 0.1290 3.7298
C 5.3098 1.6678 -0.8844
Cl 5.6498 0.6766 0.5395
Cl 4.7896 3.3318 -0.3582
Cl 4.1166 0.9152 -1.8952
H 6.2169 1.8510 -1.4720
C -2.6442 3.8004 -2.0280
Cl -3.7705 2.4920 -1.7590
Cl -3.2627 5.2273 -1.3333
Cl -2.2432 4.0480 -3.7183
H -1.7790 3.5228 -1.4952
*
```

=====

| no. | HOMO energy (eV) | E (eV) |
| --- | --- | --- |
| 1 | -13.696 | -10413.4291 |
| 2 | -8.203 | -202210.8074 |